Version A
This record from the Open Molecules 2025 dataset describes a single C5H7FN2 molecule. The level of theory is the ωB97M-V functional and the def2-TZVPD basis.

Bonds (Å) are listed after each position.
CARTESIAN COORDINATES (ANGSTROEM)
1 C -1.608 -0.145 -1.415  N2 1.436, H9 1.113, H10 1.135, H11 1.121
2 N -0.514 0.781 -1.326  C1 1.436, C3 1.413, C4 1.413
3 C -0.566 1.908 -0.477  N2 1.413, C4 1.487, H12 1.095, H13 1.112
4 C 0.445 0.833 -0.290  N2 1.413, C3 1.487, C5 1.506, H14 1.087
5 C 0.226 -0.046 0.913  C4 1.506, F6 1.398, C7 1.494, H15 1.096
6 F 1.233 0.130 1.866  C5 1.398
7 C 0.461 -1.448 0.453  C5 1.494, N8 1.156
8 N 0.747 -2.542 0.214  C7 1.156
9 H -2.363 -0.121 -0.598  C1 1.113
10 H -2.158 0.001 -2.398  C1 1.135
11 H -1.128 -1.156 -1.473  C1 1.121
12 H -0.281 2.883 -0.886  C3 1.095
13 H -1.284 1.926 0.372  C3 1.112
14 H 1.496 0.975 -0.531  C4 1.087
15 H -0.755 0.033 1.395  C5 1.096

Summary:
Kohn-Sham gap: 10.5267 eV
HOMO: -0.357 Ha
lowest unoccupied orbital energy: 0.030 Ha
structure (SMILES): CN1C[C@H]1[C@H](F)C#N

Charges per atom according to natural (NBO) partitioning, unit e: -0.434, -0.390, -0.231, -0.102, 0.114, -0.334, 0.227, -0.287, 0.177, 0.218, 0.221, 0.209, 0.177, 0.223, 0.213


Version B
This record from the Open Molecules 2025 dataset describes a single C5H7FN2 molecule. The level of theory is the ωB97M-V functional and the def2-TZVPD basis.

Bonds (Å) are listed after each position.
CARTESIAN COORDINATES (ANGSTROEM)
1 F -2.201 -0.791 -0.597  C2 1.351
2 C -1.465 0.069 0.141  F1 1.351, C3 1.541, C8 1.508, H9 1.097
3 C -0.645 1.151 -0.588  C2 1.541, C4 1.535, H10 1.133, H11 1.087
4 C 0.569 0.857 0.304  C3 1.535, N5 1.462, C8 1.565, H12 1.079
5 N 1.818 0.474 -0.353  C4 1.462, C6 1.290
6 C 1.631 -0.790 -0.528  N5 1.290, N7 1.338, H13 1.093
7 N 0.509 -1.374 -0.091  C6 1.338, C8 1.495, H14 1.006
8 C -0.199 -0.410 0.806  C2 1.508, C4 1.565, N7 1.495, H15 1.092
9 H -2.096 0.463 0.948  C2 1.097
10 H -0.406 0.935 -1.674  C3 1.133
11 H -1.051 2.159 -0.580  C3 1.087
12 H 0.761 1.630 1.033  C4 1.079
13 H 2.450 -1.389 -0.932  C6 1.093
14 H 0.557 -2.322 0.243  N7 1.006
15 H -0.232 -0.662 1.869  C8 1.092

Summary:
Kohn-Sham gap: 9.8777 eV
HOMO: -0.331 Ha
lowest unoccupied orbital energy: 0.032 Ha
structure (SMILES): F[C@@H]1C[C@@H]2N=CN[C@H]12

Charges per atom according to natural (NBO) partitioning, unit e: -0.339, 0.204, -0.454, -0.090, -0.467, 0.255, -0.612, -0.097, 0.154, 0.234, 0.219, 0.204, 0.192, 0.397, 0.199


Version C
This record from the Open Molecules 2025 dataset describes a single C5H7FN2 molecule. The level of theory is the ωB97M-V functional and the def2-TZVPD basis.

Bonds (Å) are listed after each position.
CARTESIAN COORDINATES (ANGSTROEM)
1 C -1.502 -0.798 -0.677  N2 1.441, H9 1.066, H10 1.126, H11 1.063
2 N -0.094 -0.700 -0.387  C1 1.441, C3 1.473, C6 1.468
3 C 0.366 -0.736 1.011  N2 1.473, C4 1.528, H12 1.092, H13 1.122
4 C 1.445 0.284 0.651  C3 1.528, F5 1.370, C6 1.543, H14 1.108
5 F 2.658 -0.289 0.372  C4 1.370
6 C 0.635 0.550 -0.636  N2 1.468, C4 1.543, C7 1.477, H15 1.106
7 C -0.189 1.772 -0.540  C6 1.477, N8 1.156
8 N -0.854 2.713 -0.443  C7 1.156
9 H -1.677 -0.687 -1.723  C1 1.066
10 H -2.103 -0.027 -0.118  C1 1.126
11 H -1.847 -1.761 -0.389  C1 1.063
12 H 0.703 -1.706 1.382  C3 1.092
13 H -0.390 -0.335 1.737  C3 1.122
14 H 1.635 1.133 1.338  C4 1.108
15 H 1.215 0.587 -1.578  C6 1.106

Summary:
Kohn-Sham gap: 10.4723 eV
HOMO: -0.350 Ha
lowest unoccupied orbital energy: 0.035 Ha
structure (SMILES): CN1C[C@@H](F)[C@@H]1C#N

Charges per atom according to natural (NBO) partitioning, unit e: -0.419, -0.387, -0.255, 0.218, -0.344, -0.185, 0.251, -0.308, 0.210, 0.175, 0.210, 0.215, 0.186, 0.184, 0.247


Energy ordering: version B at the bottom, the next structure 34.0 kJ/mol above.


Version A
This record from the Open Molecules 2025 dataset describes a single C2H2ClP molecule. The level of theory is the ωB97M-V functional and the def2-TZVPD basis.

Bonds (Å) are listed after each position.
CARTESIAN COORDINATES (ANGSTROEM)
1 Cl 3.119 -0.805 0.031  C2 1.730
2 C 1.823 0.336 0.126  Cl1 1.730, P3 1.637, C4 1.497
3 P 1.310 1.884 -0.012  C2 1.637, C4 1.827
4 C 0.335 0.339 -0.043  C2 1.497, P3 1.827, H5 1.121, H6 1.128
5 H 0.016 -0.100 -1.023  C4 1.121
6 H -0.177 0.305 0.962  C4 1.128

Summary:
Kohn-Sham gap: 8.8686 eV
HOMO: -0.328 Ha
lowest unoccupied orbital energy: -0.002 Ha
structure (SMILES): ClC1=PC1

Charges per atom according to natural (NBO) partitioning, unit e: 0.067, -0.431, 0.614, -0.692, 0.220, 0.221


Version B
This record from the Open Molecules 2025 dataset describes 2 unconnected molecules or ions with the total composition C2H2ClP. The level of theory is the ωB97M-V functional and the def2-TZVPD basis.

Bonds (Å) are listed after each position.
CARTESIAN COORDINATES (ANGSTROEM)
1 C 0.285 0.554 -0.076  C2 1.196, H5 1.048
2 C -0.118 -0.564 0.052  C1 1.196, H6 1.051
3 P -2.819 1.099 0.027  Cl4 1.967
4 Cl -3.547 -0.727 -0.023  P3 1.967
5 H 0.699 1.508 -0.210  C1 1.048
6 H -0.520 -1.522 0.211  C2 1.051

Summary:
Kohn-Sham gap (alpha / beta): 6.9534 / 6.9514 eV
HOMO (alpha / beta): -0.291 / -0.291 Ha
lowest unoccupied orbital energy (alpha / beta): -0.035 / -0.036 Ha

Charges per atom according to natural (NBO) partitioning, unit e: -0.230, -0.225, 0.269, -0.286, 0.234, 0.237


Energy ordering: version A at the bottom, the next structure 133.3 kJ/mol above.


Version A
This record from the Open Molecules 2025 dataset describes 6 unconnected molecules or ions with the total composition C21H42O9. The level of theory is the ωB97M-V functional and the def2-TZVPD basis.

Bonds (Å) are listed after each position.
CARTESIAN COORDINATES (ANGSTROEM)
1 C 17.417 28.229 56.819  C2 1.512, H7 1.212, H8 0.983, H9 1.084
2 C 18.251 29.357 57.382  C1 1.512, O3 1.507, H10 1.027, H11 1.111
3 O 19.295 29.741 56.365  C2 1.507, C4 1.366
4 C 20.139 30.771 56.668  O3 1.366, C5 1.563, O6 1.215
5 C 21.001 31.081 55.401  C4 1.563, H12 1.016, H13 1.145, H14 1.042
6 O 20.238 31.363 57.724  C4 1.215
7 H 17.199 28.466 55.651  C1 1.212
8 H 16.576 28.151 57.321  C1 0.983
9 H 17.926 27.277 56.922  C1 1.084
10 H 17.584 30.028 57.782  C2 1.027
11 H 18.710 29.139 58.370  C2 1.111
12 H 21.229 30.222 54.908  C5 1.016
13 H 22.042 31.166 55.869  C5 1.145
14 H 20.431 31.819 54.937  C5 1.042
15 C 21.696 32.587 48.048  C16 1.527, H21 1.102, H22 1.107, H23 0.984
16 C 21.242 33.941 48.588  C15 1.527, O17 1.410, H24 1.096, H25 1.027
17 O 20.904 33.903 49.956  C16 1.410, C18 1.313
18 C 20.103 34.799 50.485  O17 1.313, C19 1.549, O20 1.215
19 C 19.935 34.501 51.996  C18 1.549, H26 1.134, H27 1.213, H28 1.199
20 O 19.315 35.527 49.915  C18 1.215
21 H 22.033 32.488 47.004  C15 1.102
22 H 20.955 31.772 48.155  C15 1.107
23 H 22.281 32.166 48.718  C15 0.984
24 H 22.064 34.606 48.299  C16 1.096
25 H 20.439 34.146 47.981  C16 1.027
26 H 19.928 35.421 52.659  C19 1.134
27 H 20.885 33.870 52.408  C19 1.213
28 H 18.924 33.921 52.279  C19 1.199
29 C 16.707 30.978 54.316  C30 1.608, H35 1.078, H36 1.086, H37 1.142
30 C 16.532 30.617 52.759  C29 1.608, O31 1.416, H38 1.052, H39 1.035
31 O 17.710 30.999 52.073  C30 1.416, C32 1.316
32 C 18.096 30.423 50.955  O31 1.316, C33 1.499, O34 1.255
33 C 19.435 30.787 50.387  C32 1.499, H40 1.035, H41 1.054, H42 1.188
34 O 17.364 29.571 50.396  C32 1.255
35 H 16.991 31.994 54.538  C29 1.078
36 H 17.526 30.404 54.739  C29 1.086
37 H 15.668 30.749 54.732  C29 1.142
38 H 16.383 29.576 52.736  C30 1.052
39 H 15.671 30.969 52.305  C30 1.035
40 H 19.213 31.790 50.264  C33 1.035
41 H 19.722 30.336 49.479  C33 1.054
42 H 20.274 30.696 51.223  C33 1.188
43 C 14.187 34.143 53.161  C44 1.559, H47 1.052, H48 1.056, H49 1.029
44 C 15.481 34.860 52.669  C43 1.559, C45 1.529, O46 1.274
45 C 15.973 34.309 51.330  C44 1.529, H50 1.017, H51 1.029, H52 1.044
46 O 16.012 35.944 53.078  C44 1.274
47 H 14.148 33.224 52.651  C43 1.052
48 H 13.254 34.619 53.023  C43 1.056
49 H 14.274 34.134 54.186  C43 1.029
50 H 16.794 34.820 51.016  C45 1.017
51 H 15.092 34.211 50.807  C45 1.029
52 H 16.312 33.323 51.277  C45 1.044
53 C 13.026 29.364 50.255  C54 1.513, H57 1.018, H58 0.988, H59 1.135
54 C 12.538 29.815 51.614  C53 1.513, C55 1.504, O56 1.301
55 C 11.374 29.099 52.242  C54 1.504, H60 1.232, H61 1.058, H62 1.186
56 O 13.094 30.730 52.353  C54 1.301
57 H 12.188 29.178 49.708  C53 1.018
58 H 13.751 28.699 50.167  C53 0.988
59 H 13.454 30.337 49.858  C53 1.135
60 H 10.411 29.845 52.429  C55 1.232
61 H 11.776 28.920 53.204  C55 1.058
62 H 10.985 28.077 51.784  C55 1.186
63 C 17.712 26.526 52.498  C64 1.496, H67 1.241, H68 1.021, H69 0.959
64 C 18.934 27.131 51.882  C63 1.496, C65 1.414, O66 1.386
65 C 19.865 27.832 52.683  C64 1.414, H70 1.187, H71 1.230, H72 1.022
66 O 19.236 26.919 50.546  C64 1.386
67 H 17.923 25.420 53.021  C63 1.241
68 H 16.932 26.388 51.854  C63 1.021
69 H 17.451 27.240 53.083  C63 0.959
70 H 20.329 27.217 53.586  C65 1.187
71 H 19.497 28.952 53.034  C65 1.230
72 H 20.681 27.998 52.090  C65 1.022

Summary:
Kohn-Sham gap: 9.7375 eV
HOMO: -0.344 Ha
lowest unoccupied orbital energy: 0.014 Ha
structure (SMILES): CCOC(C)=O.CCOC(C)=O.CCOC(C)=O.CC(C)=O.CC(C)=O.CC(C)=O

Charges per atom according to Löwdin partitioning, unit e: -0.059, -0.189, -0.039, -0.497, 0.041, 0.098, 0.121, 0.013, 0.075, 0.086, 0.132, 0.022, 0.122, 0.064, -0.054, -0.203, -0.002, -0.550, -0.004, 0.095, 0.101, 0.070, 0.017, 0.136, 0.092, 0.087, 0.115, 0.112, -0.016, -0.178, -0.020, -0.525, 0.034, 0.054, 0.060, 0.028, 0.107, 0.090, 0.070, 0.045, 0.071, 0.145, 0.005, -0.356, -0.004, 0.010, 0.039, 0.076, 0.054, 0.040, 0.069, 0.050, 0.009, -0.409, -0.055, -0.029, 0.048, 0.038, 0.121, 0.149, 0.047, 0.117, -0.011, -0.404, -0.061, -0.052, 0.177, 0.050, -0.020, 0.146, 0.148, 0.037


Version B
This record from the Open Molecules 2025 dataset describes 6 unconnected molecules or ions with the total composition C21H42O9. The level of theory is the ωB97M-V functional and the def2-TZVPD basis.

Bonds (Å) are listed after each position.
CARTESIAN COORDINATES (ANGSTROEM)
1 C -1.489 -4.203 3.167  C2 1.541, H7 1.152, H8 1.000, H9 1.163
2 C -1.205 -3.311 1.943  C1 1.541, O3 1.356, H10 1.100, H11 0.873
3 O -0.296 -3.949 1.165  C2 1.356, C4 1.356
4 C 0.064 -3.410 -0.026  O3 1.356, C5 1.475, O6 1.250
5 C 1.091 -4.149 -0.784  C4 1.475, H12 1.024, H13 1.136, H14 1.127
6 O -0.380 -2.355 -0.528  C4 1.250
7 H -0.655 -4.547 3.884  C1 1.152
8 H -1.883 -5.031 2.769  C1 1.000
9 H -2.233 -3.611 3.836  C1 1.163
10 H -2.121 -3.338 1.334  C2 1.100
11 H -0.814 -2.556 2.139  C2 0.873
12 H 0.756 -5.082 -1.041  C5 1.024
13 H 1.816 -4.190 0.089  C5 1.136
14 H 1.488 -3.566 -1.663  C5 1.127
15 C -2.135 3.763 -1.213  C16 1.600, H21 1.118, H22 0.937, H23 0.910
16 C -1.405 3.008 -2.420  C15 1.600, O17 1.470, H24 1.161, H25 1.123
17 O -1.835 1.607 -2.308  C16 1.470, C18 1.380
18 C -1.409 0.827 -3.364  O17 1.380, C19 1.476, O20 1.220
19 C -1.808 -0.572 -3.117  C18 1.476, H26 1.126, H27 1.158, H28 1.065
20 O -0.749 1.177 -4.329  C18 1.220
21 H -3.218 3.563 -1.406  C15 1.118
22 H -2.244 4.681 -1.366  C15 0.937
23 H -1.905 3.395 -0.413  C15 0.910
24 H -2.019 3.392 -3.328  C16 1.161
25 H -0.285 3.028 -2.343  C16 1.123
26 H -2.892 -0.357 -2.901  C19 1.126
27 H -1.438 -0.920 -2.076  C19 1.158
28 H -1.863 -1.224 -3.957  C19 1.065
29 C 2.993 1.664 -3.169  C30 1.578, H35 1.205, H36 1.067, H37 1.060
30 C 3.700 0.317 -2.751  C29 1.578, O31 1.456, H38 1.062, H39 0.968
31 O 3.090 -0.044 -1.479  C30 1.456, C32 1.373
32 C 3.700 -0.969 -0.669  O31 1.373, C33 1.469, O34 1.264
33 C 2.961 -1.303 0.556  C32 1.469, H40 0.980, H41 1.170, H42 1.112
34 O 4.730 -1.592 -1.056  C32 1.264
35 H 1.874 1.325 -2.878  C29 1.205
36 H 2.927 1.662 -4.234  C29 1.067
37 H 3.259 2.585 -2.716  C29 1.060
38 H 3.758 -0.517 -3.406  C30 1.062
39 H 4.645 0.469 -2.605  C30 0.968
40 H 2.984 -0.416 0.972  C33 0.980
41 H 3.413 -2.259 1.057  C33 1.170
42 H 1.878 -1.525 0.680  C33 1.112
43 C -4.835 0.329 0.932  C44 1.531, H47 0.998, H48 1.140, H49 1.031
44 C -5.560 -0.889 1.511  C43 1.531, C45 1.576, O46 1.316
45 C -7.061 -0.845 1.991  C44 1.576, H50 1.214, H51 1.151, H52 0.993
46 O -4.877 -2.003 1.665  C44 1.316
47 H -4.349 0.983 1.509  C43 0.998
48 H -5.805 0.873 0.681  C43 1.140
49 H -4.219 0.166 0.121  C43 1.031
50 H -7.435 -1.832 2.590  C45 1.214
51 H -7.569 -1.084 0.986  C45 1.151
52 H -7.230 0.049 2.388  C45 0.993
53 C 0.746 1.392 0.164  C54 1.484, H57 1.212, H58 1.047, H59 1.143
54 C 0.166 0.885 1.432  C53 1.484, C55 1.586, O56 1.329
55 C -1.399 0.655 1.321  C54 1.586, H60 1.325, H61 0.996, H62 1.069
56 O 0.780 0.597 2.575  C54 1.329
57 H 0.706 0.626 -0.775  C53 1.212
58 H 1.748 1.651 0.324  C53 1.047
59 H 0.256 2.336 -0.254  C53 1.143
60 H -1.826 0.429 2.555  C55 1.325
61 H -1.680 -0.270 1.080  C55 0.996
62 H -1.817 1.330 0.605  C55 1.069
63 C 3.881 2.402 2.704  C64 1.519, H67 1.174, H68 1.047, H69 1.127
64 C 4.444 2.785 1.346  C63 1.519, C65 1.543, O66 1.431
65 C 5.564 1.983 0.650  C64 1.543, H70 1.215, H71 1.231, H72 1.066
66 O 4.086 4.069 0.826  C64 1.431
67 H 4.125 1.272 2.906  C63 1.174
68 H 2.854 2.582 2.796  C63 1.047
69 H 4.503 2.710 3.592  C63 1.127
70 H 4.822 1.044 0.439  C65 1.215
71 H 6.377 1.783 1.553  C65 1.231
72 H 5.791 2.493 -0.258  C65 1.066

Summary:
Kohn-Sham gap: 10.0119 eV
HOMO: -0.350 Ha
lowest unoccupied orbital energy: 0.018 Ha
structure (SMILES): CCOC(C)=O.CCOC(C)=O.CCOC(C)=O.CC(C)=O.CC(C)=O.CC(C)=O

Charges per atom according to Löwdin partitioning, unit e: -0.025, -0.228, 0.011, -0.498, 0.029, 0.042, 0.107, 0.017, 0.116, 0.151, 0.002, 0.055, 0.117, 0.121, -0.002, -0.138, -0.086, -0.548, 0.016, 0.083, 0.113, -0.003, -0.045, 0.154, 0.121, 0.101, 0.103, 0.078, -0.010, -0.167, -0.059, -0.488, 0.016, 0.049, 0.105, 0.056, 0.058, 0.121, 0.046, 0.000, 0.148, 0.090, -0.011, -0.354, -0.025, -0.049, 0.026, 0.105, 0.052, 0.140, 0.108, 0.005, -0.030, -0.361, -0.015, -0.042, 0.148, 0.038, 0.099, 0.190, -0.015, 0.040, -0.057, -0.349, -0.021, -0.125, 0.109, 0.043, 0.102, 0.110, 0.156, 0.056


Energy ordering: version A at the bottom, the next structure 383.4 kJ/mol above.